No. 1
Density functional theory data (ωB97M-V with the def2-TZVPD basis set) for a structure of composition C30H51Cl2FeN2PS in a non-equilibrium geometry.

Geometry (Å):
1 P 2.233 -1.362 -3.142
2 C 1.741 -3.098 -3.749
3 C 2.373 -3.659 -5.028
4 C 1.731 -4.997 -5.415
5 C 1.735 -6.011 -4.265
6 C 1.165 -5.430 -2.968
7 C 1.846 -4.104 -2.597
8 C 4.045 -1.548 -2.618
9 C 4.965 -2.418 -3.465
10 C 6.411 -2.286 -2.967
11 C 6.542 -2.589 -1.471
12 C 5.531 -1.821 -0.614
13 C 4.099 -1.967 -1.143
14 C 2.533 -0.566 -4.804
15 C 1.223 -0.509 -5.605
16 C 1.474 0.082 -6.999
17 C 2.174 1.447 -6.950
18 C 3.404 1.450 -6.033
19 C 3.129 0.839 -4.651
20 H 0.667 -2.919 -3.947
21 H 3.447 -3.817 -4.876
22 H 2.277 -2.957 -5.866
23 H 2.256 -5.411 -6.286
24 H 0.694 -4.807 -5.723
25 H 1.161 -6.899 -4.557
26 H 2.769 -6.333 -4.083
27 H 0.090 -5.243 -3.092
28 H 1.280 -6.146 -2.144
29 H 1.370 -3.690 -1.698
30 H 2.903 -4.300 -2.363
31 H 4.407 -0.507 -2.690
32 H 6.752 -1.261 -3.160
33 H 4.909 -2.147 -4.529
34 H 4.664 -3.471 -3.380
35 H 7.057 -2.957 -3.547
36 H 7.559 -2.355 -1.139
37 H 6.391 -3.665 -1.317
38 H 5.575 -2.160 0.428
39 H 5.789 -0.753 -0.622
40 H 3.419 -1.335 -0.555
41 H 3.765 -3.009 -1.033
42 H 3.265 -1.192 -5.349
43 H 0.765 -1.503 -5.708
44 H 0.503 0.118 -5.059
45 H 2.101 -0.620 -7.565
46 H 0.523 0.163 -7.538
47 H 1.458 2.198 -6.588
48 H 2.470 1.745 -7.963
49 H 3.786 2.470 -5.913
50 H 4.203 0.866 -6.510
51 H 4.065 0.818 -4.074
52 H 2.425 1.469 -4.088
53 Fe 0.298 -0.018 -0.339
54 Cl 2.191 1.022 -0.735
55 Cl -0.519 -1.640 -1.577
56 C 0.072 -0.487 1.526
57 H -0.434 0.187 2.245
58 C 0.678 -1.545 2.244
59 C 0.884 -1.407 3.669
60 C 1.657 -2.323 4.364
61 C 2.208 -3.434 3.699
62 C 1.922 -3.656 2.339
63 C 1.146 -2.755 1.621
64 H 0.450 -0.543 4.181
65 H 1.845 -2.186 5.433
66 H 2.314 -4.555 1.853
67 H 0.875 -2.955 0.581
68 H 2.841 -4.134 4.241
69 C -3.570 -0.037 1.139
70 N -3.192 1.185 1.858
71 C -4.324 1.890 2.492
72 C -2.081 1.882 1.470
73 S -1.360 1.619 -0.072
74 N -1.550 2.782 2.328
75 C -1.925 2.751 3.745
76 C -0.268 3.418 2.028
77 H -4.540 -0.352 1.533
78 H -2.829 -0.827 1.308
79 H -3.649 0.155 0.061
80 H -4.247 1.866 3.589
81 H -4.414 2.934 2.154
82 H -5.243 1.354 2.224
83 H -1.077 3.100 4.334
84 H -2.774 3.418 3.957
85 H -2.177 1.732 4.070
86 H 0.566 2.715 2.175
87 H -0.260 3.781 0.996
88 H -0.148 4.258 2.720

Computed properties:
Lowest unoccupied orbital energy (alpha / beta), eV: 2.38 / 2.37
Kohn-Sham gap (alpha / beta), eV: 5.462 / 6.642
Net charge: -1
Spin multiplicity: 6

No. 2
Density functional theory data (ωB97M-V with the def2-TZVPD basis set) for a structure of composition C30H51Cl2HfN2PS in a non-equilibrium geometry.

Geometry (Å):
1 P -0.227 1.003 -3.029
2 C -1.885 0.417 -3.633
3 C -2.436 1.119 -4.876
4 C -3.885 0.658 -5.099
5 C -4.016 -0.868 -5.203
6 C -3.366 -1.597 -4.022
7 C -1.935 -1.122 -3.753
8 C 1.212 0.347 -4.007
9 C 1.172 0.552 -5.520
10 C 2.522 0.110 -6.112
11 C 2.904 -1.329 -5.740
12 C 2.785 -1.630 -4.241
13 C 1.472 -1.131 -3.628
14 C -0.116 2.843 -2.932
15 C -1.257 3.398 -2.050
16 C -1.188 4.926 -1.921
17 C 0.187 5.437 -1.484
18 C 1.357 4.817 -2.254
19 C 1.258 3.291 -2.390
20 H -2.555 0.683 -2.786
21 H -1.807 0.885 -5.749
22 H -2.407 2.212 -4.746
23 H -4.291 1.138 -5.995
24 H -4.485 0.994 -4.242
25 H -5.074 -1.146 -5.278
26 H -3.541 -1.205 -6.133
27 H -3.963 -1.423 -3.117
28 H -3.357 -2.678 -4.202
29 H -1.548 -1.579 -2.828
30 H -1.281 -1.452 -4.574
31 H 2.075 0.927 -3.624
32 H 3.300 0.782 -5.725
33 H 0.987 1.609 -5.765
34 H 0.343 -0.028 -5.959
35 H 2.502 0.226 -7.201
36 H 3.929 -1.530 -6.073
37 H 2.260 -2.024 -6.293
38 H 2.870 -2.709 -4.067
39 H 3.618 -1.151 -3.710
40 H 1.491 -1.237 -2.532
41 H 0.641 -1.756 -3.985
42 H -0.241 3.160 -3.985
43 H -2.234 3.116 -2.465
44 H -1.192 2.932 -1.054
45 H -1.439 5.374 -2.890
46 H -1.948 5.255 -1.206
47 H 0.321 5.230 -0.415
48 H 0.220 6.526 -1.593
49 H 2.300 5.065 -1.754
50 H 1.397 5.260 -3.257
51 H 2.061 2.942 -3.051
52 H 1.429 2.815 -1.410
53 Hf 0.451 -0.855 1.564
54 Cl 2.420 -0.036 0.616
55 Cl -1.091 0.880 1.562
56 C -0.464 -2.286 0.310
57 H -1.524 -2.231 0.017
58 C 0.268 -3.467 -0.028
59 C 1.709 -3.464 0.034
60 C 2.462 -4.631 -0.091
61 C 1.826 -5.862 -0.289
62 C 0.426 -5.895 -0.456
63 C -0.330 -4.730 -0.375
64 H 2.234 -2.509 0.194
65 H 3.546 -4.575 -0.024
66 H -0.069 -6.849 -0.649
67 H -1.418 -4.753 -0.503
68 H 2.401 -6.781 -0.323
69 C -1.882 -0.563 4.706
70 N -0.717 0.269 5.005
71 C -0.977 1.718 5.120
72 C 0.516 -0.110 4.594
73 S 0.788 -1.666 3.824
74 N 1.555 0.738 4.878
75 C 1.775 1.143 6.277
76 C 2.774 0.709 4.074
77 H -2.728 -0.220 5.312
78 H -1.650 -1.604 4.945
79 H -2.148 -0.493 3.643
80 H -0.866 2.065 6.159
81 H -0.268 2.281 4.496
82 H -1.994 1.933 4.773
83 H 2.764 0.793 6.600
84 H 1.742 2.235 6.360
85 H 1.019 0.704 6.932
86 H 3.248 -0.284 4.099
87 H 2.550 0.965 3.027
88 H 3.457 1.459 4.491

Computed properties:
Lowest unoccupied orbital energy, eV: -0.76
Kohn-Sham gap, eV: 4.871

No. 3
Density functional theory data (ωB97M-V with the def2-TZVPD basis set) for a cluster of 6 separate species, C30H51FN4O16S in total in a non-equilibrium geometry.

Geometry (Å):
1 N 3.408 4.375 -0.125
2 C 2.618 3.570 -0.322
3 C 1.547 2.453 -0.609
4 C 0.632 3.019 -1.764
5 C -0.808 2.342 -1.752
6 F -1.373 2.487 -0.444
7 C 2.413 1.165 -1.026
8 C 3.165 0.775 0.308
9 N 3.600 0.454 1.319
10 C 1.558 -0.098 -1.415
11 C 1.257 -0.353 -2.944
12 S 2.022 0.765 -4.174
13 C 3.814 0.547 -4.221
14 N 4.390 0.863 -5.408
15 N 5.744 0.678 -5.259
16 C 5.911 0.250 -3.981
17 O 4.718 0.128 -3.270
18 H 0.960 2.285 0.331
19 H 0.430 4.104 -1.502
20 H 1.098 3.033 -2.781
21 H -0.790 1.258 -2.024
22 H -1.477 2.944 -2.433
23 H 3.228 1.454 -1.735
24 H 2.090 -1.012 -1.015
25 H 0.591 -0.047 -0.827
26 H 0.141 -0.332 -3.133
27 H 1.561 -1.418 -3.178
28 H 6.936 0.044 -3.597
29 C 0.372 -4.873 -6.175
30 C 0.836 -4.811 -4.733
31 O -0.146 -4.171 -3.904
32 C -1.184 -4.937 -3.543
33 O -1.352 -6.091 -3.840
34 O -2.017 -4.184 -2.811
35 C -3.218 -4.855 -2.428
36 H 0.091 -3.880 -6.531
37 H 1.161 -5.270 -6.817
38 H -0.508 -5.511 -6.278
39 H 1.741 -4.204 -4.668
40 H 1.083 -5.801 -4.346
41 H -3.003 -5.804 -1.938
42 H -3.853 -5.010 -3.302
43 H -3.746 -4.213 -1.724
44 C 2.733 3.672 3.286
45 C 1.874 3.011 4.345
46 O 1.297 3.988 5.224
47 C 0.226 4.632 4.750
48 O -0.291 4.457 3.674
49 O -0.162 5.524 5.669
50 C -1.253 6.346 5.254
51 H 3.476 4.326 3.748
52 H 3.247 2.922 2.683
53 H 2.131 4.294 2.622
54 H 2.494 2.363 4.965
55 H 1.097 2.385 3.900
56 H -2.093 5.745 4.904
57 H -0.924 7.037 4.477
58 H -1.579 6.924 6.118
59 C -7.501 1.937 2.357
60 C -6.601 1.528 3.506
61 O -5.249 1.354 3.063
62 C -4.545 2.483 2.905
63 O -4.942 3.602 3.110
64 O -3.329 2.151 2.457
65 C -2.492 3.274 2.162
66 H -7.408 1.233 1.527
67 H -8.544 1.972 2.678
68 H -7.226 2.921 1.973
69 H -6.926 0.563 3.898
70 H -6.649 2.243 4.330
71 H -2.433 3.956 3.006
72 H -2.863 3.791 1.275
73 H -1.493 2.901 1.952
74 C -3.032 1.474 5.825
75 C -2.464 0.538 6.872
76 O -2.984 0.844 8.173
77 C -4.216 0.386 8.422
78 O -4.902 -0.256 7.669
79 O -4.564 0.786 9.653
80 C -5.899 0.436 10.019
81 H -2.876 2.516 6.116
82 H -2.560 1.302 4.856
83 H -4.109 1.332 5.713
84 H -1.382 0.670 6.931
85 H -2.647 -0.509 6.619
86 H -6.082 -0.629 9.879
87 H -6.610 1.028 9.441
88 H -6.026 0.673 11.074
89 C 4.556 -7.269 -7.165
90 C 5.957 -6.738 -7.397
91 O 5.926 -5.361 -7.793
92 C 5.749 -4.480 -6.800
93 O 5.630 -4.744 -5.630
94 O 5.705 -3.255 -7.337
95 C 5.434 -2.220 -6.392
96 H 3.927 -7.088 -8.039
97 H 4.579 -8.341 -6.960
98 H 4.081 -6.768 -6.320
99 H 6.423 -7.286 -8.217
100 H 6.590 -6.873 -6.518
101 H 6.123 -2.262 -5.549
102 H 4.400 -2.293 -6.047
103 H 5.564 -1.264 -6.895

Computed properties:
Lowest unoccupied orbital energy, eV: 0.01
Kohn-Sham gap, eV: 9.686